1.
ORCA calculation (the ωB97M-V functional and the def2-TZVPD basis) on a molecular structure, C9H11NOS in a non-equilibrium geometry.

Summary:
relative energy (zero: lowest compared OMol25 entry of this formula, charge and spin)	718.26	kJ/mol
LUMO energy	-0.0269	Eh
E	-23877.0105	eV
net charge	0

Geometry (Å):
C 1.3034 1.0716 -2.0128
C 0.0398 0.2991 -2.1169
C 1.9247 0.9300 -0.8276
C -0.4013 -0.5117 -1.1254
C 1.4788 0.2926 0.4204
C 0.4316 -0.8371 0.0632
C 0.3541 -2.1689 0.3494
C -0.8342 -3.4293 1.8252
C -0.7683 2.5252 0.3447
N 0.1911 -3.3007 0.8366
O 0.9919 -4.2478 0.6741
S 0.7473 2.2675 1.2571
H 1.5824 1.6391 -2.9202
H -0.5584 0.3353 -3.0340
H 2.8541 1.4352 -0.6876
H -1.3158 -1.0963 -1.2757
H 2.2585 -0.2013 1.1523
H -0.2940 -3.3364 2.7404
H -1.1310 -4.4953 1.9542
H -1.6961 -2.8131 1.5170
H -0.6109 2.5951 -0.7130
H -1.2919 3.4221 0.7659
H -1.4290 1.7220 0.4337

2.
ORCA calculation (the ωB97M-V functional and the def2-TZVPD basis) on a gas-phase ion, C2H6N2O3PS (charge -1) in a non-equilibrium geometry.

Summary:
LUMO energy (alpha / beta)	0.1235 / 0.0396	Eh
E	-31417.1959	eV
net charge	-1
spin multiplicity	3

Geometry (Å):
C -1.1160 -0.3133 -0.2766
C 0.9052 1.5393 -0.0440
N -0.0384 -1.0739 -0.5679
N -2.3995 -0.9101 -0.1935
O -4.7619 -0.2047 -0.9545
O -2.9940 1.3348 0.0560
O -4.0772 -0.4831 1.4942
P -3.8144 -0.0174 0.1475
S -1.0489 1.3865 0.0156
H 1.1654 0.5856 0.3432
H 1.2352 2.2933 0.6599
H 1.3290 1.6975 -1.0332
H -0.2437 -1.7754 -1.2152
H 0.8412 -0.6551 -0.7446
H -2.4378 -1.9872 -0.2539

3.
ORCA calculation (the ωB97M-V functional and the def2-TZVPD basis) on a molecular structure, C11H14BN7Ni in a non-equilibrium geometry.

Summary:
relative energy (zero: lowest compared OMol25 entry of this formula, charge and spin)	186.81	kJ/mol
LUMO energy (alpha / beta)	0.0132 / -0.0543	Eh
E	-63781.0177	eV
net charge	0
spin multiplicity	3

Geometry (Å):
H 1.4931 3.3243 1.7687
N 1.1925 1.8774 0.2260
B 0.3152 0.6192 -1.8831
N 0.3447 1.8035 -0.8665
C -0.3351 2.9702 -0.9485
Ni 2.1243 0.5782 0.9507
H -1.0892 3.1216 -1.7011
C 0.0197 3.7881 0.1274
H -0.3567 4.7686 0.3471
C 0.9654 3.0739 0.8618
H 0.7448 0.9685 -2.9471
C -0.2645 -1.6709 4.4444
H 0.0205 -2.2193 5.3473
H -0.3715 -2.3722 3.6047
H -1.2293 -1.1847 4.6023
N -1.1781 0.1840 -1.9778
N 1.0854 -0.6506 -1.3837
N -2.1712 1.0551 -1.5661
N 1.8511 -0.6981 -0.2343
C -1.7394 -0.9373 -2.5183
C 1.2176 -1.8432 -2.0137
H -1.1551 -1.7425 -2.9257
H 0.7837 -2.0230 -2.9886
C -3.1278 -0.8031 -2.4303
C 1.9614 -2.7087 -1.2075
C -3.3388 0.4600 -1.8230
C 2.3473 -1.9711 -0.0950
H -3.8697 -1.5008 -2.7507
H 2.1826 -3.7423 -1.4050
H -4.2842 0.9301 -1.5907
H 2.9386 -2.2471 0.7714
H 0.7846 -0.4387 5.1822
N 1.3317 -0.1778 3.0061
C 0.8062 -0.5912 4.0166

4.
ORCA calculation (the ωB97M-V functional and the def2-TZVPD basis) on a gas-phase ion, C3H10NO (charge +1).

Summary:
relative energy (zero: lowest compared OMol25 entry of this formula, charge and spin)	87.93	kJ/mol
LUMO energy	-0.1478	Eh
E	-6803.3994	eV
net charge	+1
SMILES	[NH3+]CCCO

Geometry (Å):
N 1.7536 0.7487 -0.5362
C 0.9951 -0.4649 0.0338
C -0.3486 -0.0777 0.6441
C -1.5592 -0.6569 -0.0896
O -2.7425 0.0774 0.1291
H 2.5233 0.9970 0.0891
H 1.1536 1.5781 -0.6208
H 2.1532 0.5147 -1.4494
H 0.9089 -1.1762 -0.7881
H 1.6717 -0.8887 0.7704
H -0.3546 -0.3027 1.7092
H -0.4509 1.0156 0.6417
H -1.3461 -0.7186 -1.1616
H -1.7743 -1.6495 0.3007
H -2.5831 1.0036 0.3276

5.
ORCA calculation (the ωB97M-V functional and the def2-TZVPD basis) on a gas-phase ion, CH4IN2O (charge +1) in a non-equilibrium geometry.

Summary:
relative energy (zero: lowest compared OMol25 entry of this formula, charge and spin)	198.89	kJ/mol
LUMO energy	-0.2689	Eh
E	-14219.3661	eV
net charge	+1
SMILES	N/C(I)=[NH+]/O

Geometry (Å):
N 0.4261 1.5005 0.0764
C -0.0014 0.2276 0.1637
I -2.6507 0.3765 0.1123
N 0.5863 -0.9062 -0.1081
O -0.0422 -2.1260 0.0233
H 1.2796 1.8965 -0.3171
H -0.3886 1.9774 -0.2125
H 1.6602 -0.9314 -0.1884
H -0.8693 -2.0150 0.4506

6.
ORCA calculation (the ωB97M-V functional and the def2-TZVPD basis) on a molecular structure, C37H37N3O10P2PtS in a non-equilibrium geometry.

Summary:
LUMO energy (alpha / beta)	-0.1731 / -0.2941	Eh
E	-96552.6555	eV
net charge	+2
spin multiplicity	5

Geometry (Å):
Pt 13.3684 12.3322 15.4502
O 11.4901 13.4344 15.0952
P 11.1363 13.9861 13.7347
C 10.8542 12.6746 12.5661
P 12.4072 11.6284 12.4169
O 13.5147 12.0179 13.3781
C 12.9861 11.8480 10.7379
C 12.2057 11.3809 9.6726
C 12.5113 11.7675 8.3998
C 13.6401 12.5325 8.1571
C 14.4446 13.0086 9.2170
C 14.1245 12.6350 10.5172
C 11.8528 9.9513 12.7202
C 11.0678 9.6316 13.7932
C 10.5396 8.3688 13.9903
C 10.8081 7.4008 13.0446
C 11.7429 7.6427 12.0422
C 12.2080 8.9332 11.8433
C 9.6355 14.9649 13.8781
C 8.4097 14.3069 14.0005
C 7.2582 15.0644 13.9679
C 7.3359 16.4288 13.9098
C 8.5457 17.1001 13.9903
C 9.7274 16.3517 14.0077
C 12.3908 15.0321 12.8951
C 12.0001 15.5827 11.6804
C 12.9626 16.2863 10.9485
C 14.2755 16.3758 11.3726
C 14.6641 15.7943 12.5800
C 13.7149 15.1023 13.3164
H 10.6167 13.0947 11.5891
H 9.9590 12.0897 12.9031
H 11.3500 10.7655 9.8432
H 11.9803 11.4215 7.5600
H 13.9308 12.7416 7.1415
H 15.3851 13.5166 9.0339
H 14.6662 13.0271 11.3669
H 10.7167 10.4070 14.5398
H 9.8685 8.2400 14.8116
H 10.3460 6.3977 13.0826
H 11.9834 6.8255 11.4032
H 12.8667 9.0839 10.9802
H 8.3448 13.2639 14.0149
H 6.2952 14.5862 13.9482
H 6.4562 17.0176 13.8576
H 8.5685 18.1850 14.0315
H 10.7180 16.8435 13.8939
H 10.9797 15.5682 11.3191
H 12.6545 16.8249 10.0448
H 15.0025 16.8971 10.7151
H 15.6912 15.8205 12.9290
H 14.0310 14.6688 14.2752
N 17.0442 10.1311 15.6741
C 15.7842 10.5470 15.6582
O 15.5734 11.7583 15.4143
C 14.6334 9.6223 15.9273
C 13.4552 10.3839 16.4887
H 17.6945 10.8027 15.2986
H 17.3310 9.1603 15.7399
H 15.0336 8.8330 16.5714
H 14.3496 9.1076 14.9873
H 13.5683 10.7222 17.5154
H 12.5342 9.8600 16.3360
O 14.3535 15.0552 18.3604
C 14.7508 14.7085 17.2383
O 14.0195 14.1169 16.4075
C 16.1384 15.1088 16.8289
C 16.6603 14.9067 15.5702
C 17.9646 15.2624 15.4074
C 18.8068 15.7929 16.3585
C 18.2409 16.0531 17.5655
C 16.9238 15.7026 17.8233
N 19.1385 16.6487 18.5568
O 18.6719 16.9276 19.6687
O 20.2659 16.8168 18.2085
N 18.6136 14.9565 14.0969
O 19.8133 14.9672 14.1151
O 17.8601 14.7080 13.1470
H 16.1717 14.4426 14.7166
H 19.8400 15.9187 16.1159
H 16.5602 15.8516 18.8328
C 12.7553 16.8140 20.0125
S 11.9552 15.9550 18.6316
C 11.2566 14.3655 19.1449
O 10.8144 16.7525 18.1619
H 11.9913 17.0486 20.7726
H 13.1543 17.7031 19.5314
H 13.4998 16.1260 20.4009
H 12.1051 13.6794 19.1174
H 10.5151 14.1343 18.3522
H 10.7025 14.4923 20.0491